C12H29CeN4O7P as an isolated structure. Source: the Open Molecules 2025 dataset; level of theory: ωB97M-V/def2-TZVPD.

## Properties
Net charge ... +1
Total energy ... -55417.1421 eV
2S+1 ... 2

The geometry in XYZ format:
```
54
Properties=species:S:1:pos:R:3:mulliken_charge:R:1
O -0.39397 0.22197 -2.35079 -0.78
H -1.90178 0.33013 -3.19548 -0.10
Ce 0.92832 0.20708 -0.49364 1.23
N 1.92194 -2.03901 -0.82897 0.65
N -0.37336 -1.98635 0.14131 0.74
N 0.81629 2.66592 -0.05593 0.41
N -1.07230 1.20534 0.78202 0.53
O 3.09238 -1.90366 -1.30559 -0.65
O 1.90034 3.39827 -0.51546 -0.51
O -2.11887 0.44691 1.23339 -0.52
O -1.54388 -1.93030 0.70940 -0.74
C 0.07531 -3.24838 -0.14655 0.33
C 1.40076 -3.29104 -0.64110 0.13
C -0.11147 3.34447 0.62024 0.38
C -1.17072 2.50262 1.12598 0.25
C 2.14578 -4.52731 -0.98592 -1.49
H 1.93707 -4.84549 -2.01874 0.34
H 1.85914 -5.35143 -0.32256 0.44
H 3.22294 -4.36095 -0.89967 0.39
C -0.78764 -4.43778 0.08670 -1.43
H -1.76790 -4.30334 -0.38676 0.34
H -0.94701 -4.60472 1.16089 0.31
H -0.32630 -5.33496 -0.33475 0.43
C -0.09555 4.81813 0.86038 -1.36
C -2.27635 3.06301 1.95807 -1.55
H 0.70643 5.28603 0.28252 0.40
H 0.05032 5.03656 1.92921 0.31
H -1.05831 5.26072 0.56952 0.34
H -3.00590 2.28183 2.18144 0.38
H -2.78389 3.88568 1.43724 0.43
H -1.89321 3.47327 2.90393 0.31
H 2.43296 2.65810 -0.96687 0.46
H -1.87076 -0.53503 0.96003 0.38
C -2.66985 0.64044 -3.94084 -0.62
H -2.19920 1.20177 -4.75637 0.26
H -3.41701 1.28587 -3.45367 0.26
H -3.17926 -0.24190 -4.35686 0.30
O 2.60049 1.09754 -1.39075 -0.72
H 0.10386 0.13174 -3.18606 0.22
H 3.46902 0.78308 -1.70667 0.27
C 0.17629 -0.63508 3.78155 -1.04
P 1.83842 -0.36760 3.16500 1.17
C 2.62443 0.84703 4.22173 -1.25
C 2.75796 -1.90060 3.31042 -1.07
O 1.81573 0.10155 1.71719 -0.63
H -0.35920 0.32186 3.80824 0.30
H 0.21943 -1.05596 4.79420 0.49
H -0.37010 -1.31599 3.12086 0.26
H 2.37689 0.63815 5.26920 0.41
H 3.71070 0.80063 4.09037 0.36
H 2.27580 1.84966 3.95509 0.32
H 2.56492 -2.53529 2.43630 0.18
H 3.83281 -1.67586 3.35741 0.36
H 2.45936 -2.42572 4.22848 0.40
```

***

C12H29CrN4O9S as an isolated structure. Source: the Open Molecules 2025 dataset; level of theory: ωB97M-V/def2-TZVPD.

## Properties
Total energy ... -76558.3324 eV
2S+1 ... 4

The geometry in XYZ format:
```
56
Properties=species:S:1:pos:R:3:nbo_charge:R:1
Cr -0.01132 0.69414 -3.09646 1.71
O 0.47501 -0.45193 -1.63943 -1.12
H 1.15478 -0.87377 -1.13246 0.48
S -2.09728 0.35313 -4.79000 2.58
O -1.11380 1.47126 -4.58531 -1.01
O -1.51464 -0.42126 -3.62556 -0.90
O -3.46015 0.70073 -4.50161 -0.96
O -1.91286 -0.37898 -6.02087 -0.95
C -1.98633 1.73219 -0.83213 0.57
O -1.23400 1.74216 -1.81719 -0.70
N -3.12464 2.41170 -0.84001 -0.37
C -3.83248 2.66218 0.39992 -0.42
C -3.80085 2.90855 -2.02859 -0.44
H -1.84320 1.14377 0.08127 0.19
H -4.79797 2.15615 0.42701 0.21
H -3.97202 3.73787 0.52670 0.21
H -3.27522 2.37037 1.29149 0.22
H -3.79994 4.00162 -1.99153 0.20
H -3.19729 2.73475 -2.91846 0.26
H -4.77465 2.45346 -2.16479 0.23
C 2.66494 -1.93504 1.44663 0.53
O 3.31610 -1.37071 2.30054 -0.62
N 3.13588 -2.80883 0.53876 -0.44
C 2.27274 -3.43079 -0.42679 -0.41
C 4.49921 -3.30124 0.67536 -0.42
H 1.57413 -1.77450 1.37026 0.11
H 1.91190 -4.40389 -0.07674 0.19
H 2.68774 -3.59541 -1.42116 0.21
H 1.38924 -2.81982 -0.61677 0.21
H 4.50364 -4.25447 1.20438 0.20
H 4.87789 -3.51281 -0.33142 0.20
H 5.20166 -2.56769 1.05320 0.24
C -1.11579 -1.12765 2.60664 0.54
O -0.92272 -0.07536 2.01375 -0.66
N -1.27116 -2.34007 2.04636 -0.43
C -1.46008 -2.52032 0.61423 -0.43
C -1.64558 -3.43451 2.91698 -0.42
H -1.21045 -1.11708 3.70361 0.12
H -1.03829 -1.78473 -0.06404 0.26
H -2.52672 -2.65196 0.41466 0.20
H -0.97172 -3.47460 0.39290 0.20
H -0.82401 -4.15148 3.02649 0.20
H -1.82538 -3.18051 3.96245 0.22
H -2.52917 -3.96662 2.56703 0.20
C 2.41033 3.88132 -0.34186 0.53
O 3.32444 4.66953 -0.48621 -0.63
N 2.25379 3.04029 0.69271 -0.43
C 1.30611 1.93873 0.62227 -0.40
C 3.13007 3.06212 1.84269 -0.42
H 1.65424 3.81508 -1.13894 0.10
H 0.45929 2.02095 1.30495 0.21
H 1.87410 1.02407 0.79477 0.20
H 0.87258 1.92600 -0.37597 0.20
H 2.59685 3.00889 2.79179 0.20
H 3.74056 2.15158 1.80926 0.20
H 3.80247 3.91343 1.82522 0.24
```

***

C12H29CuN2O9 as an isolated structure. Source: the Open Molecules 2025 dataset; level of theory: ωB97M-V/def2-TZVPD.

## Properties
Net charge ... -2
Total energy ... -78947.4003 eV

The geometry in XYZ format:
```
53
Properties=species:S:1:pos:R:3:nbo_charge:R:1
Cu -0.20435 -0.49415 0.89960 0.87
C -3.37130 0.89325 1.83824 -0.66
C -3.11324 -0.27814 2.93098 -0.03
O -1.81268 -0.75160 3.05490 -0.89
H -4.43038 1.12836 1.94394 0.15
H -3.31022 0.49114 0.82697 0.17
H -2.78139 1.80343 1.94626 0.19
H -3.74693 -1.15202 2.77974 0.08
H -3.48289 0.09356 3.88665 0.07
C 0.07185 3.26264 2.53007 -0.63
C 1.03235 2.30398 1.81531 -0.06
O 0.98680 1.05658 2.45395 -0.95
H -0.92916 2.85966 2.68396 0.21
H -0.05578 4.14069 1.89694 0.14
H 0.44305 3.55620 3.51197 0.18
H 2.01231 2.76678 1.93193 0.07
H 0.81297 2.13313 0.76138 0.10
C 2.28526 -3.90542 2.46592 -0.64
C 1.05245 -3.15301 2.10342 -0.09
O 0.54088 -2.45021 3.27507 -0.87
H 2.78511 -4.16291 1.53214 0.13
H 2.02047 -4.86891 2.90143 0.18
H 3.00893 -3.25087 2.95169 0.20
H 0.23645 -3.67456 1.60319 0.11
H 1.32825 -2.49387 1.28026 0.06
C 3.95446 0.46203 -0.19526 -0.49
N 2.87482 0.52460 -1.24304 0.52
O 1.81985 -0.00984 -0.92295 -0.33
O 3.08347 1.11222 -2.33502 -0.44
H 3.62837 0.96428 0.71551 0.29
H 4.80716 1.05769 -0.52115 0.20
H 4.33204 -0.55945 -0.14927 0.23
C 1.16147 -2.95148 -2.81839 -0.50
N -0.15496 -2.69865 -2.15743 0.51
O -1.16084 -2.63925 -2.80706 -0.39
O -0.15369 -2.48236 -0.90529 -0.37
H 1.02125 -3.54974 -3.71868 0.21
H 1.66041 -3.67077 -2.16895 0.24
H 1.80276 -2.07502 -2.91146 0.25
O -1.41369 0.52428 -0.93131 -0.59
C -2.05902 0.67421 -1.94466 0.82
O -1.70270 1.35669 -3.04557 -0.52
C -0.35394 1.66835 -3.27307 -0.07
C 0.07223 2.86052 -2.32150 -0.64
C -3.56415 0.32370 -2.01771 -0.71
H -0.24973 2.16731 -4.23654 0.17
H 0.32383 0.81985 -3.36662 0.19
H 0.13263 2.59121 -1.26702 0.25
H -0.61606 3.65406 -2.61243 0.19
H 1.02620 3.33630 -2.54883 0.21
H -4.12838 1.25618 -2.03252 0.23
H -3.79800 -0.29817 -1.15359 0.25
H -3.72457 -0.27267 -2.91587 0.22
```

***

C12H29EuNO2S2 as an isolated structure. Source: the Open Molecules 2025 dataset; level of theory: ωB97M-V/def2-TZVPD.

## Properties
Net charge ... +2
2S+1 ... 8
Relative energy (zero: lowest compared OMol25 entry of this formula, charge and spin) ... 0.0 kJ/mol

The geometry in XYZ format:
```
47
Properties=species:S:1:pos:R:3:nbo_charge:R:1
Eu 1.25021 0.16782 -0.19108 1.33
S -0.55227 2.42067 -0.71942 0.19
S -0.38188 -2.27756 -0.50340 0.18
C -2.34524 2.36191 -0.42982 -0.73
C -0.48959 2.43611 -2.54348 -0.53
C -0.92781 1.16574 -3.25736 -0.24
N -0.10825 -0.02041 -2.89124 -0.67
C -0.83738 -1.29423 -3.14229 -0.24
C -0.29029 -2.44709 -2.31277 -0.52
H 0.55012 2.67481 -2.81066 0.23
H -1.12189 3.27557 -2.84693 0.26
H -0.88494 1.35371 -4.34327 0.22
H -1.97507 0.95151 -3.01383 0.21
H -0.78723 -1.57420 -4.20840 0.22
H -1.89556 -1.13705 -2.90864 0.21
H 0.76817 -2.61277 -2.55444 0.23
H -0.84070 -3.37040 -2.51724 0.26
C -2.18276 -2.42521 -0.27553 -0.72
H 0.70696 -0.01744 -3.50804 0.38
H -2.73893 -1.61795 -0.76674 0.22
H -2.41905 -2.41060 0.79485 0.25
H -2.47947 -3.39807 -0.68673 0.25
H -2.51119 2.24188 0.64976 0.25
H -2.80695 1.51300 -0.95090 0.22
H -2.80211 3.30435 -0.75856 0.26
C 3.23179 0.27952 -1.70655 -0.51
C 3.82544 0.58134 -0.51372 -0.37
H 2.74691 1.04246 -2.33419 0.23
H 3.31831 -0.72861 -2.14647 0.25
H 3.77026 1.57976 -0.04127 0.23
H 4.51058 -0.12337 -0.01248 0.25
C -1.37762 -0.29648 2.20562 -0.25
O -0.03175 0.17249 2.04644 -0.60
C 0.67138 0.28756 3.30782 -0.10
C 2.11677 0.60685 2.94290 -0.09
O 2.56574 -0.21628 1.83282 -0.60
C 2.72780 -1.63330 2.08769 -0.27
H -1.98848 0.18879 1.42686 0.20
H -1.72179 -0.04618 3.22172 0.21
H -1.37435 -1.39415 2.11095 0.18
H 0.18792 1.08191 3.88983 0.22
H 0.58143 -0.65298 3.87211 0.20
H 2.14103 1.63848 2.55898 0.21
H 2.78012 0.46861 3.79908 0.23
H 3.18596 -1.76151 3.09015 0.23
H 1.74750 -2.13669 2.02522 0.19
H 3.35575 -2.01822 1.27395 0.21
```